Entry 1:
Below is C10H26AlCaCl2CsFN4NaO17P2S as an isolated structure at a distorted geometry, with properties calculated with ωB97M-V with the def2-TZVPD basis set.

Computed properties:
- LUMO (hartree) = -0.0979
- max |F| (eV/Å) = 7.70
- E (eV) = -138713.6499
- ΔE to the lowest compared entry with this formula, charge and spin (kJ/mol) = 101.4

Last column: Mulliken charge in e.
Element x y z (Å)
1 Cs 1.3991 2.8175 2.8207  0.577
2 Ca 5.1343 -0.4049 -6.8570  1.544
3 Cl 3.4749 0.9748 -5.7099  -0.476
4 Cl 4.4703 1.3398 -0.7376  -0.173
5 S 0.9424 -2.3337 0.4161  0.864
6 P 0.8877 0.5456 -0.7269  0.666
7 P 6.6540 -3.0598 -4.9051  0.652
8 Al 3.1671 0.6706 -3.4584  0.489
9 Na -5.8608 -0.7140 -0.5013  0.153
10 F 3.6340 -2.0751 -4.6496  -0.692
11 O 4.3323 -0.3703 -2.5648  -0.425
12 O 0.3580 1.6543 -1.9016  -0.399
13 O 4.5009 -1.3615 -0.5936  -0.381
14 O 1.4762 -1.6030 1.5841  -0.734
15 O 5.8077 -4.3243 -4.8482  -0.413
16 O 7.9875 -3.3442 -4.2372  -0.454
17 O 5.9699 -1.9739 -4.0640  0.077
18 O 6.8262 -2.5446 -6.3360  -0.812
19 O -0.5073 -2.2834 0.3010  -0.438
20 O -0.4005 -1.6367 3.9998  -0.428
21 O -5.1987 -4.1003 1.0252  -0.546
22 O 5.6854 7.3074 4.4050  -0.607
23 O 4.4025 6.5178 5.9525  -0.635
24 O -3.9755 2.4114 1.5160  -0.288
25 O 3.7675 6.4550 3.8834  -0.671
26 O -6.0252 -5.4507 2.4903  -0.518
27 O 1.8442 -0.4646 -2.8473  -0.677
28 N 5.8119 -0.9492 1.4079  -0.556
29 N 4.6258 6.7637 4.7507  0.924
30 N -5.1617 -4.7115 2.0759  0.896
31 N -2.9610 1.5962 -0.8093  -0.286
32 C 1.5455 1.6534 0.6289  -2.185
33 C -5.1064 3.2693 1.7146  -0.715
34 C -5.3836 1.5203 -1.1161  -1.536
35 C 1.7949 -1.9986 -1.1542  -1.263
36 C -4.1984 0.9064 -0.3634  0.014
37 C 2.2275 -0.5132 -1.4852  0.647
38 C 5.2295 -0.9107 0.4127  0.602
39 C -4.2937 1.0731 1.1592  -0.307
40 C 3.7814 -0.2798 -1.2935  0.654
41 C -3.9494 -4.5275 2.9151  -0.696
42 H -4.0911 -0.1570 -0.6350  0.346
43 H 2.6465 -2.7012 -1.1951  0.486
44 H -3.8794 -3.4692 3.1591  0.230
45 H -3.5236 0.4422 1.6219  -0.034
46 H -4.0554 -5.1273 3.8126  0.343
47 H -4.8491 3.9863 2.4916  0.242
48 H 0.9179 1.3975 1.5727  0.409
49 H -6.3398 1.1910 -0.6864  0.269
50 H -5.3680 1.2155 -2.1702  0.559
51 H -2.9154 1.7424 -1.8255  0.428
52 H 1.2219 -3.6539 0.6802  0.182
53 H 2.7648 2.0580 -2.8196  -0.240
54 H -3.0946 -4.8519 2.3285  0.260
55 H -1.0064 -2.3903 3.7773  0.380
56 H -5.3170 3.8265 0.7983  0.280
57 H -5.3625 2.6076 -1.0949  0.439
58 H 0.2636 -1.4796 3.2692  0.383
59 H -0.9188 -0.8036 4.2085  0.385
60 H 1.1139 -2.3472 -1.9436  0.497
61 H -0.5780 1.7204 -1.7138  0.216
62 H 1.3145 2.7443 0.3855  0.559
63 H -2.9219 2.5091 -0.3366  0.394
64 H 2.6197 1.4566 0.9370  0.754
65 H -5.2596 0.7457 1.5593  0.528
66 H -2.1043 1.0798 -0.5033  -0.052
67 H -5.9940 2.7170 2.0234  0.310



Entry 2:
Below is a 4-piece molecular cluster, C10H26BN3O5 overall, with properties calculated with ωB97M-V with the def2-TZVPD basis set.

Computed properties:
- LUMO (hartree) = 0.0005
- max |F| (eV/Å) = 0.57
- E (eV) = -26172.6552
- SMILES = CNC(C)=O.CNC(C)=O.CNC(C)=O.BCOO

Last column: Mulliken charge in e.
Element x y z (Å)
1 O -1.1815 -0.8313 1.8535  -0.340
2 O 0.1669 -1.7496 4.5054  -0.662
3 O -4.6593 -1.0173 -1.9852  -0.662
4 O -1.0938 -1.8846 0.8773  -0.178
5 O 0.4137 3.4534 -3.7781  -0.634
6 N -2.5792 -0.1704 -2.0070  -0.067
7 N 2.2133 3.4096 -2.4373  -0.166
8 N 2.2502 -0.9466 4.7271  -0.165
9 C 0.9859 3.8808 -2.7917  0.827
10 C -3.5908 -0.8851 -2.5596  0.830
11 C 0.3685 4.9443 -1.9093  -1.348
12 C 3.6176 -0.6978 4.3320  -0.807
13 C -1.2460 0.0595 -2.5243  -0.900
14 C -2.2869 -2.6918 0.8579  -0.492
15 C 1.2885 -1.6193 4.0403  0.757
16 C 1.6555 -2.1876 2.6890  -0.848
17 C -3.3345 -1.5175 -3.9121  -1.355
18 C 3.0270 3.7942 -1.3059  -0.807
19 B -1.9294 -4.0678 1.5404  0.181
20 H -1.7154 -4.1094 2.7120  -0.031
21 H 0.7654 -2.6715 2.3031  -0.146
22 H 1.9448 -1.3996 1.9932  0.340
23 H -2.8057 0.2234 -1.1064  0.201
24 H 0.2277 4.5820 -0.8903  0.353
25 H 2.5713 2.7072 -3.0653  0.222
26 H 0.9933 5.8370 -1.8655  0.408
27 H -4.2368 -2.0464 -4.2023  0.332
28 H -1.0501 1.1259 -2.6473  0.390
29 H 4.3260 -1.1373 5.0366  0.282
30 H -1.5088 -1.2828 2.6504  0.320
31 H 3.2205 2.9471 -0.6452  0.275
32 H 3.8259 0.3712 4.2592  0.276
33 H -1.8220 -5.0563 0.8862  -0.055
34 H -3.0976 -2.1707 1.3793  0.370
35 H -1.1324 -0.4212 -3.4907  0.302
36 H 3.8006 -1.1397 3.3572  0.305
37 H -3.0980 -0.7634 -4.6636  0.368
38 H 3.9858 4.2082 -1.6230  0.281
39 H -2.6059 -2.7624 -0.1836  0.166
40 H 2.4696 -2.9107 2.7527  0.469
41 H 1.9380 -0.5915 5.6173  0.236
42 H -0.4974 -0.3516 -1.8438  0.227
43 H -2.5005 -2.2192 -3.8699  0.347
44 H -0.5960 5.2018 -2.3355  0.302
45 H 2.5118 4.5547 -0.7272  0.299



Entry 3:
Below is C10H26F6N5OPdS2Sb as an isolated structure at a distorted geometry, with properties calculated with ωB97M-V with the def2-TZVPD basis set.

Computed properties:
- LUMO (alpha / beta) (hartree) = -0.1680 / -0.1862
- max |F| (eV/Å) = 1.38
- E (eV) = -68280.9055
- total charge = +1
- <S²> = 0.757
- spin multiplicity = 2
- ΔE to the lowest compared entry with this formula, charge and spin (kJ/mol) = 97.1

Last column: Mulliken charge in e.
Element x y z (Å)
1 Sb 3.0532 -1.0934 -0.6683  2.396
2 Pd -0.1478 0.2876 0.3413  0.611
3 S -1.7560 -0.3441 -1.1841  -0.319
4 S -2.2558 1.4894 0.9195  -0.261
5 F 2.4521 0.3174 0.4836  -0.498
6 F 3.2019 -2.1344 0.8881  -0.559
7 F 3.4174 -2.5639 -1.7356  -0.508
8 F 4.8031 -0.4865 -0.5309  -0.520
9 F 1.1658 -1.5419 -0.6999  -0.631
10 F 2.7056 -0.0026 -2.1532  -0.544
11 O -4.1159 0.5938 -0.7919  -0.258
12 N 1.2380 3.6856 -0.7360  0.039
13 N 0.5283 0.9050 2.3761  -0.350
14 N 0.4374 1.5120 -1.2049  -0.005
15 N 1.2774 2.8555 -2.8837  0.123
16 N -0.8376 -1.4079 1.3474  -0.440
17 C -2.8961 0.6248 -0.3699  0.814
18 C 2.5365 3.5055 -3.2658  -1.210
19 C -5.1686 1.3933 -0.1682  -0.623
20 C 0.9882 5.0688 -1.1450  -1.239
21 C 0.0967 -2.1045 2.2796  -0.605
22 C 0.7327 1.9584 -3.8964  -1.149
23 C 1.2915 -0.0774 3.1842  -0.528
24 C 0.4160 -1.2739 3.5027  -0.664
25 C 1.3568 3.4725 0.6873  -0.817
26 C 0.9766 2.6544 -1.5765  0.312
27 H 2.3589 4.3150 -3.9743  0.331
28 H -1.7246 -1.2101 1.7960  0.250
29 H 2.0277 2.6358 0.8610  0.164
30 H 2.1609 -0.3809 2.6087  0.254
31 H -4.7799 1.9880 0.6517  0.400
32 H -5.5693 2.0275 -0.9511  0.249
33 H 0.3884 3.2961 1.1639  0.162
34 H -1.0221 -2.0220 0.5669  0.448
35 H 3.0417 3.9002 -2.3907  0.426
36 H 1.6425 0.3950 4.1024  0.430
37 H -5.9170 0.6916 0.1814  0.254
38 H 0.6506 5.1021 -2.1752  0.394
39 H 1.7970 4.3641 1.1297  0.402
40 H 0.9390 -1.9059 4.2210  0.393
41 H 1.2976 1.0235 -3.9658  0.376
42 H 3.1947 2.7683 -3.7288  0.382
43 H 1.8891 5.6754 -1.0452  0.363
44 H 0.7793 2.4605 -4.8602  0.333
45 H 1.0962 1.7256 2.2238  0.125
46 H -0.3433 -3.0594 2.5643  0.380
47 H -0.2935 1.2007 2.8866  0.298
48 H 0.5826 0.8300 -1.9314  0.248
49 H -0.5070 -0.9487 4.0009  0.290
50 H 0.2057 5.5006 -0.5163  0.417
51 H -0.3123 1.7405 -3.6828  0.381
52 H 1.0075 -2.3129 1.7274  0.283



Entry 4:
Below is C10H26NO2PPtS as an isolated structure at a distorted geometry, with properties calculated with ωB97M-V with the def2-TZVPD basis set.

Computed properties:
- LUMO (hartree) = -0.4403
- max |F| (eV/Å) = 2.47
- E (eV) = -39723.5723
- total charge = +2
- ΔE to the lowest compared entry with this formula, charge and spin (kJ/mol) = 0.0

Last column: Mulliken charge in e.
Element x y z (Å)
1 Pt -4.1700 0.0242 -2.1663  0.843
2 S 1.1611 3.0166 -0.5611  -0.082
3 P -0.0029 1.1920 -1.3586  0.251
4 O -1.0944 0.0458 -2.1641  -0.624
5 O -1.0828 2.8018 1.7971  -0.522
6 N 1.0514 0.0872 -0.7892  -0.135
7 C -2.5986 0.8945 1.7014  -1.241
8 C 2.5124 0.1692 -1.1831  -1.090
9 C 3.4526 0.3192 0.0120  -0.225
10 C -3.1552 -2.4008 -0.1967  -1.672
11 C -1.8395 -1.7838 -0.6557  -0.163
12 C -1.3066 1.5518 1.1852  0.665
13 C 3.6286 -1.4952 1.8561  -1.193
14 C -2.0245 -0.7742 -1.7612  -0.059
15 C 4.1058 -0.9910 0.4963  -0.501
16 C -1.3922 1.8699 -0.3341  -1.300
17 H -2.4480 -0.1688 1.8847  0.262
18 H 4.2170 1.0566 -0.2363  0.386
19 H -2.3370 1.5966 -0.8416  0.328
20 H -1.2144 -2.5641 -1.1186  0.517
21 H 1.5705 2.5265 0.6089  0.175
22 H -0.4836 2.7350 2.5349  0.405
23 H -0.4591 0.8911 1.3992  0.236
24 H -2.9775 -0.0112 -1.2171  -0.519
25 H 4.3395 -2.1860 2.3065  0.372
26 H 0.6969 -0.8346 -1.0002  0.250
27 H -3.4485 1.0355 1.0316  0.246
28 H 0.1827 1.7854 -2.5916  0.210
29 H -2.9779 -3.3167 0.3678  0.399
30 H 2.7101 -0.7672 -1.7119  0.568
31 H 3.9409 -1.7706 -0.2540  0.276
32 H -1.3408 2.9618 -0.3853  0.932
33 H -3.7298 -1.7168 0.4284  0.372
34 H -2.8620 1.3623 2.6516  0.420
35 H 5.1857 -0.8362 0.5403  0.374
36 H 2.6517 0.9637 -1.9160  0.459
37 H -3.7777 -2.6914 -1.0526  0.433
38 H 2.6730 -2.0245 1.7954  0.248
39 H -1.2664 -1.3627 0.1743  0.218
40 H 3.5047 -0.6596 2.5512  0.325
41 H -2.4716 -1.2668 -2.6734  1.015
42 H 2.8762 0.7350 0.8461  0.139